The following is a DFT calculation (the ωB97M-V functional and the def2-TZVPD basis) of a single C9H9NO2 molecule.

Summary:
- ΔE to the lowest compared entry with this formula, charge and spin: 12.2 kcal per mole
- Multiplicity: 1
- HOMO energy: -9.6438 eV
- SMILES: O=C1OCC[C@@H]1c1cccnc1
- Maximum force: 0.0076 Eh/bohr
- E_LUMO: 0.622 eV

Last column: Löwdin charge in e.
Geometry (Å):
O 1.233 1.063 2.249  0.15
C 1.600 0.551 1.234  -0.43
O 2.894 0.649 0.799  0.02
C 2.995 0.115 -0.536  -0.15
C 1.568 0.191 -1.063  -0.12
C 0.824 -0.259 0.197  -0.18
C -0.675 -0.197 0.250  -0.16
C -1.444 -0.064 -0.896  -0.02
C -2.826 -0.058 -0.784  -0.06
C -3.390 -0.187 0.476  -0.15
N -2.668 -0.313 1.585  0.07
C -1.349 -0.313 1.469  -0.08
H 3.730 0.692 -1.094  0.13
H 3.338 -0.925 -0.477  0.13
H 1.374 -0.382 -1.969  0.12
H 1.339 1.244 -1.270  0.14
H 1.149 -1.297 0.373  0.17
H -0.980 0.037 -1.871  0.11
H -3.463 0.044 -1.655  0.10
H -4.469 -0.187 0.594  0.10
H -0.780 -0.403 2.388  0.12